Entry 1:
Molecular formula: C16H20F8O8S
Method: DFT, ωB97M-V with the def2-TZVPD basis set

XYZ file:
```
53
Properties=species:S:1:pos:R:3:forces:R:3
O 4.56162 0.38656 2.92181 0.635 -2.565 -3.095
S 5.33486 -0.43602 1.94508 2.391 1.966 2.237
O 6.74904 -0.58028 2.39778 -3.793 -0.593 -2.185
O 4.62655 -1.87964 1.45301 0.607 1.873 0.246
C 3.50985 -1.52603 0.56382 0.101 0.540 -0.727
C 3.34177 -2.50912 -0.68084 -0.375 -0.701 0.396
C 2.69252 -3.91399 -0.29788 1.631 -0.075 -0.011
O 1.66371 -3.77312 0.70254 -0.700 -0.602 -1.995
C 0.35398 -4.01228 0.15780 -0.786 0.313 0.554
C -0.61777 -2.96533 0.91210 0.937 -0.917 0.586
F -1.83579 -3.56539 1.24677 1.835 1.110 -0.589
F 0.04301 -2.61666 2.11312 -1.634 -0.170 -1.917
C -0.87760 -1.65755 0.03482 0.065 0.042 0.056
F -1.93744 -1.96224 -0.83717 1.858 0.793 1.208
F 0.27708 -1.35310 -0.71117 -2.050 -0.581 1.173
C -1.26120 -0.36435 0.90094 -0.301 0.586 0.325
F -0.16276 0.16441 1.56977 -1.548 -1.155 -1.030
F -2.22223 -0.76589 1.85212 1.646 0.803 -1.703
C -1.89212 0.80999 0.00667 -0.470 0.251 0.457
F -1.04626 1.14948 -1.05405 -1.131 -0.286 2.113
F -2.10971 1.91349 0.89409 0.714 -1.937 -1.982
C 3.97688 -0.14059 -0.14862 -0.076 0.448 1.222
C 3.04304 1.09770 0.13650 -2.236 0.410 -3.515
C 2.62075 1.80098 -1.34522 3.072 -0.524 -1.653
C 3.85357 1.83991 -2.44890 -4.767 -1.826 0.322
O 2.59815 0.86967 -2.51111 0.894 1.932 2.934
O 5.27671 0.26067 0.41821 -0.451 -1.930 1.915
H 2.62206 -1.46326 1.27613 0.863 0.099 -1.478
H 4.35524 -2.71066 -1.17087 -1.210 0.348 0.826
H 2.71598 -1.98261 -1.48137 0.683 -0.506 1.301
H 3.51450 -4.54868 0.17234 -1.080 0.751 -0.525
H 2.35454 -4.46787 -1.23435 0.226 0.763 1.203
H -0.03530 -5.06098 0.38157 0.559 1.314 -0.091
H 0.31084 -3.85834 -0.96560 0.027 -0.027 1.338
H -2.89192 0.50088 -0.42582 1.194 0.430 0.532
H 4.20986 -0.47231 -1.19745 -0.561 1.176 0.954
H 2.01271 0.76422 0.49482 1.558 0.404 0.046
H 3.49364 1.92144 0.75687 -0.369 -1.290 -0.470
H 1.88704 2.72003 -1.32057 1.385 -2.156 -0.201
H 3.55047 2.32263 -3.42265 1.620 0.331 1.441
H 4.78219 1.23138 -2.27392 -0.945 1.143 -0.265
O -7.52025 3.18317 -2.19011 0.462 -0.407 0.252
C -6.86141 3.08849 -1.19198 -0.789 0.235 -0.560
C -6.72353 4.13957 -0.12221 0.501 0.127 0.223
C -5.51013 3.65488 0.64660 0.239 0.398 0.376
C -5.57618 2.15722 0.44713 0.117 -0.143 0.301
O -6.15760 1.97510 -0.85034 -0.053 0.116 -0.221
H -7.62450 4.13910 0.49522 -0.034 0.068 -0.131
H -6.55742 5.12316 -0.55886 -0.349 -0.079 -0.050
H -5.50866 3.94934 1.69677 0.034 -0.100 -0.055
H -4.60085 4.05078 0.18466 -0.047 -0.066 0.070
H -6.21490 1.66581 1.18675 0.032 0.009 -0.044
H -4.58666 1.70621 0.47525 -0.134 -0.141 -0.114
```
Forces are in eV/Å.

- calculated total energy (Ha) = -2420.500428
- lowest unoccupied orbital energy (eV) = 0.4
- frontier orbital gap (eV) = 10.83
- total charge = 0
- relative energy (zero: lowest compared OMol25 entry of this formula, charge and spin) (kJ/mol) = 0.0


Entry 2:
Molecular formula: C2H6N2O
Method: DFT, ωB97M-V with the def2-TZVPD basis set

XYZ file:
```
11
Properties=species:S:1:pos:R:3:forces:R:3
C 1.29409 0.83028 1.16451 0.233 -0.728 0.588
N 0.41303 -0.26712 0.75697 0.458 -0.080 -0.537
C -0.38363 -0.09905 -0.35230 0.553 -0.379 -0.989
N -1.09958 -1.19556 -0.80148 -0.002 -0.351 0.263
O -0.41640 0.93346 -0.99703 -0.456 0.274 0.536
H 2.36335 0.68303 0.97439 -0.164 -0.481 -0.142
H 1.14868 0.85514 2.23928 0.269 0.739 0.197
H 1.06556 1.75699 0.67027 -0.633 0.200 -0.025
H 0.80833 -1.19005 0.89895 -0.400 0.175 0.039
H -1.11730 -2.13521 -0.44227 0.327 0.318 0.581
H -1.91508 -0.97414 -1.32613 -0.185 0.312 -0.514
```
Forces are in eV/Å.

- calculated total energy (Ha) = -264.575592
- lowest unoccupied orbital energy (eV) = 0.9
- frontier orbital gap (eV) = 10.44
- total charge = 0
- relative energy (zero: lowest compared OMol25 entry of this formula, charge and spin) (kJ/mol) = 30.8


Entry 3:
Molecular formula: C27H19F5N2OPtSSi
Method: DFT, ωB97M-V with the def2-TZVPD basis set

XYZ file:
```
57
Properties=species:S:1:pos:R:3:forces:R:3
Pt -1.92443 -0.68460 -1.71217 -0.476 -0.380 1.131
F 4.95066 -2.42375 -1.33855 -0.261 0.009 0.040
C 3.61513 -2.51264 -1.33065 -0.209 -0.070 -0.043
C 2.83304 -1.44570 -1.75780 0.085 -0.052 0.001
F 3.40912 -0.31355 -2.18103 -0.029 -0.206 0.126
C 1.45268 -1.55502 -1.76660 -0.317 -0.200 0.019
F 0.73648 -0.49367 -2.20372 0.785 -0.309 0.047
C 0.78851 -2.71738 -1.35309 1.215 0.313 -0.182
S -0.91780 -2.95857 -1.40732 -1.677 1.600 -0.456
C 1.60947 -3.76677 -0.90622 -0.139 0.527 -0.240
F 1.04305 -4.89235 -0.46311 -0.021 -0.079 -0.014
C 2.98977 -3.67972 -0.90046 0.017 0.230 -0.211
F 3.71835 -4.71977 -0.48438 -0.012 0.144 0.023
O -2.15520 0.01331 0.17929 -0.713 -1.717 -2.274
Si -0.98004 0.60342 1.05357 1.571 1.146 1.655
C -1.66769 1.08725 2.76425 0.467 -0.432 -1.024
C -1.32200 0.37480 3.90203 0.045 0.001 0.173
C -1.77832 0.77358 5.14565 -0.023 -0.070 0.198
C -2.59276 1.88677 5.25785 -0.039 -0.008 0.105
C -2.95918 2.59220 4.12418 -0.145 0.156 -0.024
C -2.50027 2.18894 2.88397 -0.071 0.128 0.083
C 0.48094 -0.57100 1.39758 -0.614 0.291 -0.267
C 1.79712 -0.12892 1.47435 -0.060 0.182 -0.024
C 2.81954 -0.98288 1.84895 0.143 -0.011 0.024
C 2.54125 -2.30803 2.13778 0.078 -0.021 0.064
C 1.23813 -2.76886 2.05886 -0.053 -0.149 0.138
C 0.22104 -1.90569 1.69532 -0.149 0.039 0.108
C -0.25851 2.20365 0.31184 -0.497 -0.909 0.193
C 0.46372 3.06697 1.12276 0.063 0.068 0.051
C 1.07808 4.18670 0.59492 0.072 0.049 0.040
C 0.95780 4.46066 -0.75756 0.061 0.112 -0.011
C 0.21547 3.62231 -1.57285 -0.026 0.013 -0.254
C -0.38841 2.49708 -1.03842 -0.003 -0.026 0.042
H -0.68192 -0.49172 3.82237 0.098 -0.069 0.022
H -1.49431 0.21682 6.02754 0.003 -0.029 0.084
H -2.94662 2.20186 6.22755 -0.035 0.047 0.121
H -3.59856 3.45976 4.20515 -0.062 0.064 0.044
H -2.78051 2.74021 1.99815 -0.051 0.149 -0.093
H 2.02344 0.90316 1.25077 0.082 0.126 -0.047
H 3.83118 -0.60977 1.92824 0.088 0.002 -0.044
H 3.33607 -2.97919 2.42975 0.082 -0.066 0.025
H 1.01316 -3.79988 2.29141 -0.011 -0.108 -0.002
H -0.79821 -2.26227 1.64878 -0.101 -0.134 -0.012
H 0.54531 2.85342 2.17924 0.045 0.015 0.156
H 1.65605 4.83278 1.23887 0.045 0.128 0.016
H 1.44558 5.33079 -1.17128 0.018 0.081 -0.081
H 0.11910 3.83992 -2.62787 0.003 0.046 -0.066
H -0.96834 1.82346 -1.67223 0.112 0.126 -0.044
N -2.11257 -1.42448 -5.85057 0.033 -0.251 0.183
C -2.44437 -0.10458 -5.89225 -0.141 0.535 0.263
C -2.48383 0.31659 -4.59574 -0.069 0.361 -0.409
N -2.17380 -0.73060 -3.77988 0.645 -1.212 0.623
C -1.96172 -1.76947 -4.55882 0.092 -0.317 -0.086
H -1.99948 -2.03030 -6.64751 -0.005 -0.007 0.151
H -2.61789 0.41922 -6.80845 -0.049 0.100 -0.148
H -2.71656 1.28819 -4.20767 0.004 0.173 0.036
H -1.70598 -2.75270 -4.21479 0.106 -0.127 0.072
```
Forces are in eV/Å.

- calculated total energy (Ha) = -2531.383225
- lowest unoccupied orbital energy (alpha / beta) (eV) = -1.6 / -1.6
- frontier orbital gap (alpha / beta) (eV) = 6.51 / 6.51
- total charge = 0


Entry 4:
Molecular formula: C41H40N7O7PW
Method: DFT, ωB97M-V with the def2-TZVPD basis set

XYZ file:
```
97
Properties=species:S:1:pos:R:3:forces:R:3
W 0.34429 0.93760 -0.07950 -0.311 0.300 -0.623
C -3.35100 -0.41047 1.94159 0.035 -0.011 0.010
C -2.19424 0.32799 1.37791 0.010 -0.026 -0.019
N -1.21938 -0.23648 0.73282 0.001 0.017 0.046
C -1.09025 -1.70406 0.76149 0.008 0.004 -0.017
C 0.23386 -2.12482 0.12824 -0.028 -0.060 0.020
N 1.22611 -1.06639 0.38235 0.132 0.298 0.139
C 2.61651 -1.27258 -0.07279 0.034 -0.095 -0.006
C 2.90751 -0.49356 -1.34583 -0.014 -0.027 0.051
N 2.18994 0.82664 -1.39118 0.057 -0.081 -0.192
C 3.07626 2.00022 -1.14118 0.008 0.048 0.072
C 3.11589 2.27417 0.34729 0.008 -0.022 -0.047
N 1.72127 2.36356 0.77203 -0.083 -0.202 0.146
C 1.26139 3.34136 1.47456 0.115 -0.150 0.057
C 2.07172 4.43523 2.07813 -0.026 0.070 -0.106
C -0.17560 3.24761 1.74967 -0.092 0.067 -0.024
C -0.91084 4.10321 2.55217 0.060 -0.008 0.013
C -2.22537 3.78264 2.85368 -0.054 -0.029 0.002
C -2.74501 2.56599 2.43528 -0.020 0.053 -0.005
C -1.96471 1.74909 1.63991 0.019 0.071 -0.022
N -0.74697 2.15267 1.22074 -0.109 -0.210 0.022
H -3.66486 -1.21550 1.27967 0.007 -0.005 0.009
H -4.19826 0.24692 2.11870 -0.001 0.005 0.002
H -3.03873 -0.83356 2.90071 -0.024 0.013 0.018
H -1.92568 -2.18434 0.24937 -0.004 -0.005 0.002
H -1.11831 -2.00272 1.81330 0.005 0.003 0.000
H 0.12983 -2.26105 -0.94633 0.006 0.016 0.019
H 0.55755 -3.07747 0.55486 0.025 0.008 -0.007
H 1.26326 -0.88631 1.39810 -0.002 0.009 0.083
H 2.82150 -2.33290 -0.23466 -0.011 0.004 0.016
H 3.27539 -0.95675 0.73591 -0.023 0.036 0.033
H 2.59387 -1.05379 -2.22288 -0.037 -0.004 0.015
H 3.98166 -0.32723 -1.43323 -0.006 0.001 -0.037
H 1.86976 0.90674 -2.35595 0.048 0.055 0.030
H 2.64026 2.86092 -1.64643 -0.002 -0.016 -0.017
H 4.07054 1.81928 -1.54978 0.002 -0.010 0.014
H 3.67218 3.18843 0.53690 0.001 -0.005 0.001
H 3.59696 1.45808 0.89340 -0.014 0.014 0.014
H 2.01810 5.32717 1.44793 -0.008 -0.004 -0.004
H 3.11266 4.15528 2.20208 0.003 0.006 0.006
H 1.68157 4.69329 3.06000 0.001 0.005 0.002
H -0.45967 4.99598 2.95885 0.006 0.001 -0.003
H -2.81721 4.44227 3.47256 0.001 0.001 0.002
H -3.72121 2.24382 2.76504 0.000 -0.006 0.001
O 0.30777 3.87061 -1.04123 -0.040 -0.039 -0.071
C -0.12664 2.78186 -1.36436 0.171 -0.105 0.312
C -1.02954 2.71300 -2.55525 -0.061 -0.027 -0.052
C -1.46508 3.88922 -3.16657 -0.022 0.038 -0.024
C -2.30953 3.82543 -4.25996 0.032 0.006 0.041
C -2.72413 2.59095 -4.75504 -0.009 -0.033 -0.011
C -2.29259 1.41915 -4.15746 -0.018 0.001 -0.015
C -1.44520 1.48565 -3.05368 0.015 -0.011 -0.003
P -0.80467 -0.01541 -2.28622 0.166 0.198 0.183
C 0.33779 -0.69353 -3.54131 -0.032 0.041 -0.039
C 0.76943 -2.02396 -3.56332 0.019 -0.009 0.008
C 1.69604 -2.45207 -4.50198 -0.007 -0.008 0.015
C 2.23323 -1.55674 -5.41659 -0.018 0.025 0.003
C 1.82565 -0.23115 -5.39799 0.010 -0.026 -0.006
C 0.87803 0.19613 -4.47704 -0.009 0.000 0.010
C -2.28582 -1.05535 -2.16934 -0.070 -0.025 0.027
C -3.39392 -0.45649 -1.56033 -0.012 -0.048 -0.014
C -4.57377 -1.16387 -1.40111 0.022 0.043 -0.002
C -4.66207 -2.47858 -1.84223 0.007 -0.020 -0.012
C -3.57593 -3.07024 -2.46800 -0.003 0.006 0.000
C -2.39252 -2.36239 -2.63843 -0.009 0.024 -0.009
H -1.13452 4.83801 -2.76664 0.001 0.007 -0.001
H -2.65287 4.73567 -4.73272 0.003 0.007 0.004
H -3.38592 2.54740 -5.60964 -0.001 -0.009 -0.002
H -2.61382 0.45944 -4.54414 -0.006 0.006 -0.009
H 0.39997 -2.74875 -2.85278 -0.016 -0.011 0.002
H 2.00109 -3.48996 -4.51455 0.002 -0.002 0.000
H 2.95779 -1.89397 -6.14509 0.004 0.001 -0.003
H 2.22652 0.47245 -6.11522 0.003 0.000 -0.003
H 0.54403 1.22620 -4.51078 0.007 -0.003 0.008
H -3.34597 0.57879 -1.23984 0.003 0.001 -0.006
H -5.43113 -0.68453 -0.94675 -0.005 -0.002 0.001
H -5.58371 -3.03101 -1.71900 -0.003 -0.002 0.000
H -3.65032 -4.08173 -2.84361 -0.001 -0.004 0.001
H -1.58196 -2.83478 -3.17110 0.018 0.001 0.001
O -0.98295 0.01740 3.76412 -0.071 0.020 0.025
C 0.18907 -0.22730 3.46564 -0.094 -0.018 -0.027
O 0.89097 0.42044 2.61935 0.263 -0.181 -0.055
C 0.84544 -1.46232 4.05525 0.032 0.043 0.054
C 0.13445 -2.31929 4.88709 -0.070 0.001 -0.029
C 0.75376 -3.46233 5.35156 0.027 0.023 0.003
C 2.05426 -3.80130 5.02464 0.027 -0.060 0.052
C 2.72466 -2.93722 4.18401 -0.090 0.064 0.027
C 2.15217 -1.77147 3.71443 0.050 0.012 -0.041
N 4.09097 -3.26846 3.74246 0.084 0.001 -0.066
O 4.52347 -2.64495 2.78543 -0.019 0.017 -0.005
O 4.68094 -4.13573 4.33446 -0.021 -0.024 0.022
N -0.01260 -4.38168 6.22469 0.009 -0.021 -0.026
O -1.20402 -4.18277 6.31630 -0.046 0.037 0.015
O 0.60582 -5.26574 6.76857 0.026 -0.031 0.009
H -0.88557 -2.09510 5.16476 0.006 0.000 0.007
H 2.51352 -4.70130 5.40736 0.004 0.003 -0.009
H 2.72745 -1.09249 3.10366 0.020 -0.030 -0.007
```
Forces are in eV/Å.

- spin multiplicity = 3
- calculated total energy (Ha) = -2904.210303
- lowest unoccupied orbital energy (alpha / beta) (eV) = -6.1 / -7.1
- frontier orbital gap (alpha / beta) (eV) = 6.92 / 6.86
- <S²> = 2.03
- total charge = +2
- relative energy (zero: lowest compared OMol25 entry of this formula, charge and spin) (kJ/mol) = 0.0